ORCA calculation (wB97M-V/def2-TZVPD) on a structure of composition C11H15NPSn in a non-equilibrium geometry.

Output
net charge	+1
total energy	-28249.1685	eV
orbital gap (spin up / spin down)	6.04 / 6.05	eV
HOMO energy (spin up / spin down)	-11.62 / -11.64	eV
E_LUMO (spin up / spin down)	-5.58 / -5.59	eV

Last column: Löwdin charge in e.
Positions of all 29 atoms, in Å:
C 0.46 1.07 -3.17  -0.2180
C 0.09 0.45 -4.33  -0.2263
C -0.44 -0.86 -4.40  -0.0665
C -0.40 -1.78 -3.33  -0.2319
C -0.15 -1.43 -2.04  -0.1909
Sn -1.10 0.45 -1.84  1.0665
P -0.12 2.93 -0.69  0.6627
H 1.03 2.01 -3.14  0.0350
H 0.17 0.97 -5.30  0.1175
H -0.82 -1.21 -5.36  0.1311
H 0.03 -2.13 -1.22  0.0573
H -0.61 -2.82 -3.61  0.1170
H -1.02 3.56 0.21  -0.1066
H 0.15 4.07 -1.49  -0.1023
H 1.06 2.95 0.12  -0.1040
C 0.31 -1.06 4.78  -0.0344
C 0.17 -0.72 3.32  -0.2487
C 1.23 -0.15 2.61  -0.0031
C 1.05 0.20 1.27  -0.1358
N -0.12 0.02 0.62  -0.0802
C -1.11 -0.59 1.28  -0.1585
C -1.02 -0.96 2.63  -0.0014
H 1.11 -1.79 4.95  0.0960
H 0.54 -0.18 5.38  0.0964
H -0.63 -1.50 5.16  0.0834
H 2.19 0.04 3.08  0.1248
H 1.86 0.67 0.70  0.1094
H -2.03 -0.80 0.72  0.0895
H -1.88 -1.42 3.11  0.1220